274
Properties=species:S:1:pos:R:3:lowdin_charge:R:1 method="wB97M-V/def2-TZVPD" total_charge=0 largest_force_ha_per_bohr=0.0661 homo_energy_ev=-8.288 smiles=CC1(C)CCCC(C)(C)N1O.CC1(C)CCCC(C)(C)N1O.CC1(C)CCCC(C)(C)N1O.CC1(C)CCCC(C)(C)N1O.COC[C@H](C)N.COC[C@H](C)N.COCCNCCOC.COCCNCCOC.COCCNCCOC.COCCNCCOC.COCCNCCOC mol_weight_g_mol=1473.26 gap_ev=8.73
C -8.9978 -23.3953 22.5383 -0.022
C -9.5231 -24.8059 22.1722 -0.509
C -9.6374 -25.6230 23.4462 -0.025
C -10.9483 -24.6874 21.4105 -0.085
C -11.3720 -26.0981 20.9043 -0.132
C -10.2892 -26.5913 19.8856 -0.126
C -8.8514 -26.6169 20.4299 -0.491
C -8.5496 -27.8482 21.2815 -0.015
C -7.8407 -26.6010 19.3290 -0.049
N -8.6586 -25.2441 21.1249 -0.089
O -7.3297 -25.3003 21.6383 -0.045
H -8.4523 -23.2749 23.4723 0.080
H -8.3881 -22.9816 21.7597 0.078
H -9.8655 -22.7214 22.6964 0.077
H -8.6432 -25.7018 23.9495 0.097
H -10.3651 -25.1558 24.1234 0.095
H -9.8808 -26.6635 23.4093 0.044
H -11.5884 -24.2706 22.1244 0.081
H -10.7683 -24.0082 20.5150 0.126
H -11.4288 -26.9389 21.5946 0.078
H -12.2842 -26.0966 20.3246 0.096
H -10.3416 -25.9827 18.9771 0.082
H -10.5410 -27.5758 19.5500 0.114
H -7.7171 -27.5556 21.9457 0.088
H -8.1585 -28.5606 20.5794 0.077
H -9.4578 -28.2489 21.7829 0.079
H -7.9676 -25.6689 18.8381 0.060
H -7.9877 -27.4024 18.6269 0.088
H -6.8095 -26.7231 19.7401 0.106
H -7.4521 -25.7818 22.4645 0.060
C -16.6149 -13.8780 15.5971 -0.034
C -15.6867 -15.0019 16.0358 -0.479
C -14.1468 -14.4917 15.9313 0.002
C -15.9079 -15.4860 17.4763 -0.120
C -17.3062 -16.0627 17.5751 -0.162
C -17.3365 -17.3499 16.7621 -0.114
C -17.0359 -17.0367 15.2571 -0.486
C -16.7159 -18.2996 14.4517 -0.024
C -18.2452 -16.3607 14.5883 -0.033
N -15.8215 -16.1885 15.1563 -0.074
O -15.5508 -15.8090 13.7766 -0.049
H -16.3289 -12.9155 16.0366 0.086
H -16.5557 -13.7748 14.5240 0.078
H -17.6802 -14.0834 15.8681 0.067
H -14.1265 -13.6020 16.5709 0.065
H -13.4938 -15.1943 16.4076 0.062
H -13.8286 -14.2391 14.9467 0.058
H -15.0897 -16.2157 17.5970 0.112
H -15.7381 -14.6063 18.0943 0.117
H -17.6226 -16.2622 18.5826 0.074
H -18.0594 -15.3089 17.2114 0.113
H -18.3006 -17.8244 16.8055 0.113
H -16.6341 -18.0614 17.1688 0.069
H -16.5557 -17.9074 13.4267 0.092
H -17.5167 -19.0018 14.5734 0.073
H -15.8196 -18.8237 14.8326 0.073
H -19.0655 -17.0470 14.2773 0.099
H -17.9119 -15.9128 13.6938 0.062
H -18.7447 -15.6000 15.1964 0.066
H -14.6170 -16.0351 13.6320 0.099
C -13.2920 -13.5317 23.8659 -0.032
C -12.9673 -12.6830 22.6130 -0.520
C -14.1878 -11.8980 22.1396 -0.023
C -11.7764 -11.7759 22.8701 -0.133
C -11.0885 -11.1705 21.6023 -0.166
C -10.7007 -12.3670 20.6942 -0.115
C -11.9450 -13.3096 20.3765 -0.532
C -12.9495 -12.5741 19.4177 -0.028
C -11.3754 -14.5108 19.6614 -0.045
N -12.5061 -13.7256 21.6361 -0.057
O -13.6539 -14.6322 21.3529 -0.042
H -13.3962 -12.7952 24.6974 0.098
H -14.2174 -14.0806 23.6916 0.056
H -12.5160 -14.2882 24.0558 0.090
H -13.6844 -11.0298 21.6953 0.065
H -14.6133 -12.4732 21.3402 0.050
H -14.9028 -11.5250 22.8821 0.095
H -12.0666 -10.9870 23.5666 0.122
H -10.9884 -12.4257 23.2717 0.123
H -11.6911 -10.4698 21.0504 0.090
H -10.2453 -10.5829 21.9327 0.099
H -9.8498 -12.8984 21.0778 0.102
H -10.4097 -11.9328 19.6664 0.135
H -13.7776 -13.3305 19.2399 0.085
H -12.4467 -12.3905 18.4778 0.070
H -13.4707 -11.6561 19.7428 0.069
H -12.1121 -15.1848 19.2408 0.063
H -10.6411 -15.0513 20.3103 0.101
H -10.8322 -14.0289 18.8192 0.089
H -13.6215 -15.1678 22.1491 0.032
C -13.2174 -23.1935 19.0781 -0.031
C -12.9936 -21.7797 18.5474 -0.479
C -11.4517 -21.4165 18.7498 0.021
C -13.3541 -21.7591 17.0746 -0.116
C -13.4862 -20.3668 16.4038 -0.161
C -14.4277 -19.5597 17.2221 -0.145
C -14.0901 -19.5391 18.7592 -0.464
C -12.8469 -18.7075 18.9353 -0.029
C -15.2898 -18.9710 19.4792 -0.023
N -13.9297 -20.9375 19.2636 -0.043
O -13.5806 -20.7629 20.6710 -0.053
H -12.9349 -23.4061 20.1462 0.079
H -14.2771 -23.4556 19.0165 0.070
H -12.5645 -23.8591 18.4982 0.076
H -11.1750 -20.4686 18.3882 0.039
H -11.2471 -21.4620 19.7865 0.064
H -10.8878 -22.1538 18.1567 0.064
H -12.5443 -22.3297 16.5956 0.105
H -14.2589 -22.2627 16.8796 0.085
H -12.5332 -19.8528 16.1894 0.118
H -13.9346 -20.7063 15.4557 0.100
H -15.4929 -19.9757 17.0516 0.131
H -14.4749 -18.4877 16.9212 0.114
H -12.1413 -19.0353 19.7340 0.077
H -13.1301 -17.6444 19.1541 0.093
H -12.1815 -18.6203 18.0792 0.067
H -16.1821 -19.5336 19.3959 0.060
H -15.7100 -18.0600 19.0587 0.064
H -15.0307 -18.6906 20.5121 0.079
H -14.4122 -21.1175 21.0515 0.061
C -8.3107 -22.5710 16.7761 -0.080
O -9.4639 -22.7935 15.9641 -0.178
C -10.1739 -23.9442 16.2854 -0.226
C -9.6267 -25.4179 15.8858 -0.400
C -9.3387 -25.5187 14.4220 -0.055
N -10.6557 -26.3489 16.2796 0.063
H -8.4108 -21.6093 17.2327 0.071
H -7.5047 -22.4628 16.0768 0.076
H -7.9553 -23.3712 17.4699 0.102
H -10.2846 -24.0187 17.3509 0.083
H -11.1846 -23.8477 15.8138 0.087
H -8.7265 -25.6455 16.4703 0.125
H -8.8363 -26.4290 14.2679 0.063
H -8.8012 -24.6859 14.0415 0.070
H -10.1973 -25.5665 13.7762 0.073
H -10.7865 -26.3736 17.2596 0.015
H -11.5902 -26.1149 15.9567 0.065
C -9.2310 -18.2735 15.9082 -0.102
O -10.1803 -17.9792 14.9137 -0.221
C -9.6105 -17.5191 13.6418 -0.174
C -10.8275 -17.0708 12.9171 -0.471
C -11.7085 -18.1393 12.3643 -0.063
N -10.4413 -16.2212 11.7625 0.027
H -8.6309 -17.4151 16.0837 0.069
H -8.6327 -19.0368 15.4233 0.085
H -9.7499 -18.5620 16.8303 0.085
H -8.9344 -16.6482 13.8551 0.136
H -9.0823 -18.3238 13.1188 0.131
H -11.3586 -16.5035 13.6818 0.131
H -12.5258 -18.4038 13.0000 0.053
H -11.2320 -19.1602 12.2166 0.103
H -12.1644 -17.7616 11.4238 0.084
H -9.8341 -15.4450 11.9696 0.058
H -11.3252 -15.7877 11.4654 0.073
C -18.3544 -21.6227 17.7573 -0.099
O -18.6206 -21.3110 19.1126 -0.206
C -18.9412 -19.9659 19.3391 -0.254
C -18.9587 -19.6817 20.8136 -0.205
N -19.4498 -18.2947 20.9269 -0.044
C -18.2776 -17.4220 21.0768 -0.201
C -18.7327 -15.9634 21.1500 -0.237
O -17.6897 -15.0644 21.2820 -0.191
C -18.0471 -13.7532 21.0794 -0.134
H -18.7482 -20.8308 17.1112 0.078
H -18.7665 -22.6571 17.5358 0.104
H -17.2074 -21.6503 17.6568 0.090
H -19.9865 -19.7503 19.0595 0.136
H -18.2252 -19.3139 18.8458 0.094
H -17.9699 -19.8318 21.3532 0.132
H -19.7461 -20.2949 21.2400 0.108
H -19.9270 -18.1930 21.8433 0.113
H -17.6099 -17.5766 20.2692 0.076
H -17.7549 -17.6902 22.0206 0.114
H -19.4468 -15.8600 21.9601 0.124
H -19.2055 -15.7508 20.1795 0.121
H -17.0806 -13.1912 21.1443 0.090
H -18.6165 -13.3665 21.9868 0.108
H -18.5327 -13.4775 20.1519 0.083
C -20.9421 -20.4446 24.0499 -0.172
O -19.6580 -20.0961 24.1494 -0.207
C -18.9789 -20.3784 25.3873 -0.175
C -17.5276 -20.1205 25.1140 -0.227
N -17.0080 -21.1374 24.2685 -0.026
C -15.5638 -21.0586 24.0332 -0.154
C -15.1159 -22.1894 23.0866 -0.196
O -15.8223 -22.0723 21.8771 -0.241
C -16.3919 -23.3185 21.3520 -0.042
H -21.1991 -20.2651 23.0422 0.063
H -21.6191 -19.8890 24.7218 0.101
H -21.0938 -21.5259 24.1773 0.099
H -19.1697 -21.4167 25.5340 0.111
H -19.3921 -19.7732 26.2143 0.133
H -16.9781 -20.0721 26.0313 0.121
H -17.5408 -19.1301 24.6898 0.102
H -17.4901 -21.2036 23.3751 0.104
H -15.0616 -21.2153 24.9679 0.117
H -15.2348 -20.1509 23.6304 0.071
H -15.2616 -23.2324 23.4233 0.111
H -14.1320 -22.0004 22.8429 0.079
H -15.6528 -24.1111 21.3468 0.075
H -16.7718 -23.0747 20.3526 0.079
H -17.2660 -23.6681 21.9865 0.108
C -12.7876 -23.9042 27.0687 -0.114
O -12.9710 -24.5983 25.8667 -0.208
C -14.2803 -25.0611 25.5651 -0.229
C -14.6193 -26.4535 25.9677 -0.240
N -14.1014 -27.4160 25.0530 -0.058
C -12.6738 -27.4467 24.7327 -0.188
C -12.4523 -28.4983 23.7016 -0.249
O -12.5689 -29.7440 24.3757 -0.183
C -12.4340 -30.7532 23.4148 -0.134
H -11.8928 -23.3235 26.9715 0.080
H -12.7366 -24.5416 27.9711 0.096
H -13.5625 -23.1877 27.2256 0.068
H -14.4301 -24.9034 24.4840 0.114
H -14.9921 -24.4150 26.1912 0.139
H -15.7055 -26.4969 26.0659 0.123
H -14.3548 -26.5172 27.0178 0.113
H -14.5618 -28.3197 25.0244 0.118
H -12.1619 -27.7191 25.6731 0.138
H -12.3919 -26.4686 24.4131 0.087
H -11.3751 -28.4217 23.4326 0.106
H -13.0926 -28.4301 22.8005 0.132
H -13.1348 -30.5468 22.5687 0.092
H -12.7331 -31.6766 23.9320 0.092
H -11.4260 -30.8932 22.9570 0.095
C -11.2759 -19.8148 23.8094 -0.044
O -11.2247 -18.3352 23.7727 -0.185
C -11.7195 -17.8258 22.5328 -0.213
C -13.2032 -17.8419 22.3982 -0.242
N -13.8661 -17.0955 23.4529 -0.040
C -15.3096 -17.2370 23.4533 -0.194
C -15.8935 -16.6626 24.7784 -0.201
O -15.3936 -17.3289 25.9052 -0.202
C -15.7577 -16.8361 27.1634 -0.116
H -12.2055 -20.2253 23.3102 0.089
H -11.3951 -19.9985 24.8717 0.082
H -10.3789 -20.1876 23.3915 0.061
H -11.3289 -18.3644 21.6515 0.118
H -11.4263 -16.7854 22.4898 0.117
H -13.6584 -18.8147 22.2653 0.080
H -13.5003 -17.3173 21.4717 0.108
H -13.5045 -17.4708 24.3396 0.122
H -15.6483 -18.2632 23.1753 0.096
H -15.7435 -16.6630 22.6507 0.096
H -17.0177 -16.6528 24.8928 0.134
H -15.5470 -15.6207 24.8341 0.109
H -16.7663 -17.0037 27.5196 0.082
H -15.5205 -15.8272 27.3136 0.066
H -15.1268 -17.3807 27.8922 0.099
C -12.4560 -22.5959 13.6789 -0.088
O -13.7873 -23.0287 13.8853 -0.185
C -13.8601 -24.4114 13.8950 -0.245
C -15.2253 -24.9782 14.1973 -0.202
N -15.8394 -24.4832 15.3834 -0.042
C -15.2191 -24.8970 16.6147 -0.231
C -15.3871 -26.3475 16.8605 -0.235
O -14.5398 -27.0780 15.9960 -0.222
C -14.9418 -28.4180 15.8622 -0.103
H -12.5133 -21.4766 13.7412 0.103
H -11.9513 -22.9800 12.8064 0.085
H -11.8540 -23.0225 14.4998 0.049
H -13.1575 -24.7474 14.6599 0.094
H -13.4642 -24.8243 12.8923 0.154
H -15.0329 -26.0345 14.2652 0.105
H -15.9675 -24.7931 13.4412 0.118
H -15.8099 -23.4984 15.3562 0.084
H -15.7408 -24.2967 17.3918 0.121
H -14.1403 -24.5751 16.6338 0.113
H -16.4681 -26.6713 16.6969 0.144
H -15.2840 -26.5721 17.9205 0.117
H -14.2402 -28.8611 15.1303 0.106
H -15.9623 -28.4503 15.4946 0.081
H -15.0058 -28.8812 16.8400 0.084